{
  "formula": "C21H21Br3N4",
  "method": "ωB97M-V/def2-TZVPD",
  "homo_energy_ev": -9.412,
  "lumo_energy_ev": 0.13,
  "orbital_gap_ev": 9.5,
  "relative_energy_kcal_mol": 9.8,
  "charge": 0,
  "species": ["N", "H", "C", "H", "C", "N", "H", "N", "N", "C", "H", "C", "H", "H", "H", "C", "C", "C", "H", "H", "C", "C", "H", "H", "H", "C", "H", "C", "H", "H", "C", "H", "C", "H", "H", "C", "C", "C", "H", "C", "H", "C", "C", "H", "Br", "C", "Br", "Br", "C"],
  "coordinates": [[4.67, -1.22, 5.25], [-5.98, -0.94, 0.21], [-1.41, -2.40, -5.80], [-1.11, -0.60, -0.38], [3.14, 0.66, 4.96], [1.96, 3.13, 1.78], [3.82, 2.19, 3.57], [-3.06, -3.51, -4.43], [-3.00, 0.35, -0.56], [-2.75, -1.99, -0.03], [2.75, 4.63, 0.66], [-2.22, -0.73, -0.33], [0.83, 4.71, -1.02], [-4.50, -3.13, 0.44], [2.92, -0.93, 6.32], [0.80, 3.97, -0.20], [-1.77, -1.21, -5.22], [-2.78, -1.13, -4.25], [5.91, 0.85, 3.03], [-1.97, -4.49, -5.85], [-4.12, -2.14, 0.16], [-4.94, -1.03, 0.00], [-3.04, -0.18, -3.81], [-0.96, 1.49, 1.24], [2.17, 1.07, 5.25], [5.44, -0.73, 4.32], [1.55, 0.96, -0.48], [1.85, 3.96, 0.76], [0.87, 1.59, 2.86], [-1.16, -0.35, -5.42], [3.58, -0.54, 5.53], [-2.06, -2.89, -0.07], [-0.21, 3.03, 0.03], [6.36, -1.25, 3.96], [-1.00, 2.97, -0.65], [-2.14, -3.55, -5.35], [-4.34, 0.19, -0.26], [-3.37, -2.32, -3.88], [-0.52, -2.53, -6.45], [-0.15, 2.16, 1.13], [-4.98, 1.04, -0.35], [5.16, 0.52, 3.74], [0.88, 2.31, 2.00], [-4.07, -2.35, -3.03], [1.78, -1.19, 0.61], [2.09, 0.09, -0.79], [3.90, 0.46, -0.88], [1.17, -0.26, -2.42], [4.02, 1.24, 4.09]]
}

=====

{
  "formula": "C21H21ClMnN2O7PTe2",
  "method": "ωB97M-V/def2-TZVPD",
  "multiplicity": 2,
  "homo_energy_ev": [-4.315, -4.541],
  "lumo_energy_ev": [2.48, 2.48],
  "orbital_gap_ev": [6.8, 7.0],
  "s_squared": 0.803,
  "relative_energy_kcal_mol": 0.0,
  "charge": -1,
  "species": ["C", "O", "H", "H", "C", "C", "H", "C", "O", "C", "H", "C", "O", "H", "C", "H", "H", "O", "O", "H", "C", "Cl", "C", "C", "C", "N", "H", "H", "O", "H", "C", "H", "C", "C", "H", "C", "H", "C", "H", "H", "Te", "H", "C", "H", "H", "O", "H", "C", "C", "N", "C", "H", "Mn", "Te", "P", "C"],
  "coordinates": [[-0.14, 1.51, 4.56], [-3.06, -2.57, 1.87], [1.30, -0.81, -3.87], [1.22, 2.58, 5.85], [2.20, 1.71, 1.82], [-2.08, -2.73, -3.19], [-3.77, -2.85, -4.51], [1.01, -0.05, -4.61], [-0.41, -0.52, -1.93], [-2.40, -1.70, 1.28], [3.13, 1.45, -1.92], [-2.97, -3.50, -4.14], [-2.78, -1.02, 0.27], [1.38, 4.53, 4.31], [0.95, -1.10, 2.67], [0.16, 4.52, 2.18], [3.41, 3.47, 1.85], [0.33, -3.06, 4.75], [-1.38, -1.71, -3.94], [1.88, 1.80, 2.85], [0.75, 3.68, 4.05], [2.38, -1.12, 3.59], [0.67, 2.59, 4.91], [1.72, 0.68, 1.04], [3.39, 2.55, -0.09], [0.81, -0.28, 1.60], [0.34, -1.48, -6.07], [-0.21, 0.65, 5.22], [-1.65, -3.43, 3.85], [1.70, 0.79, -4.52], [1.02, -0.63, -6.01], [0.70, 0.13, -6.73], [-0.76, 2.61, 2.49], [3.04, 2.65, 1.25], [-2.66, -2.27, -2.39], [-0.21, -1.83, 2.81], [2.03, -0.96, -6.27], [-1.01, -1.38, 1.74], [-1.49, 0.70, 3.12], [1.61, -0.23, -0.90], [-1.86, 2.66, 0.67], [-2.23, -3.13, 3.07], [0.06, 3.68, 2.85], [-2.40, -3.87, -4.99], [4.04, 3.29, -0.54], [-0.30, 0.46, -4.30], [-1.32, -3.38, -2.74], [2.88, 1.52, -0.87], [2.04, 0.57, -0.30], [-0.38, -0.47, 1.02], [-0.48, -2.83, 3.89], [-3.43, -4.34, -3.62], [-1.55, 0.32, -0.47], [-3.15, 0.88, -2.67], [-1.19, -0.29, -3.22], [-0.85, 1.54, 3.37]]
}

=====

{
  "formula": "C21H21EuN5O5S2",
  "method": "ωB97M-V/def2-TZVPD",
  "multiplicity": 8,
  "homo_energy_ev": [-5.930, -7.134],
  "lumo_energy_ev": [-0.63, -0.62],
  "orbital_gap_ev": [5.3, 6.5],
  "s_squared": 15.760,
  "charge": 0,
  "species": ["H", "N", "H", "C", "C", "H", "C", "H", "C", "C", "O", "C", "N", "C", "O", "H", "O", "C", "S", "H", "C", "H", "S", "H", "Eu", "N", "H", "H", "O", "H", "C", "H", "C", "C", "O", "N", "C", "C", "C", "H", "H", "C", "C", "H", "H", "C", "C", "H", "C", "N", "C", "H", "H", "H", "H"],
  "coordinates": [[6.03, 0.99, 3.84], [1.34, -6.33, -2.44], [-2.74, 4.15, -1.53], [2.14, -2.22, -1.86], [1.57, -5.89, -1.20], [2.41, -1.56, -2.68], [-5.93, 2.10, -0.78], [-3.38, -0.45, -3.77], [-3.84, 0.93, -0.18], [-2.54, -0.32, -1.80], [-7.11, 1.87, -1.39], [2.88, 0.97, 2.64], [0.22, 4.20, -1.12], [4.25, 0.85, 5.04], [2.05, 1.50, -0.71], [-5.37, 0.90, -3.21], [-0.81, 2.29, -0.62], [4.27, 1.01, 2.64], [-1.10, -1.23, -2.23], [-2.00, 5.33, -0.42], [1.71, -4.42, -1.03], [1.09, 0.83, 3.81], [1.75, -6.95, 0.06], [4.79, 1.08, 1.70], [0.29, 0.30, -0.57], [2.72, 1.50, 0.39], [2.31, -3.97, -3.06], [1.09, 3.70, -1.24], [-5.82, 2.98, 0.03], [-7.05, 1.10, -1.97], [1.57, -2.45, 0.33], [0.21, 5.20, -1.27], [-0.87, 3.52, -0.77], [1.48, -3.82, 0.21], [0.90, 0.54, 1.43], [1.87, -1.64, -0.69], [2.07, -3.58, -2.08], [2.87, 0.81, 5.03], [-2.16, 4.27, -0.61], [1.23, -4.44, 1.06], [2.32, 0.72, 5.96], [-4.79, 1.21, -1.16], [2.17, 0.86, 3.83], [1.42, -1.97, 1.29], [-2.75, 3.84, 0.19], [4.95, 0.96, 3.84], [-4.64, 0.68, -2.44], [1.07, -5.70, -3.18], [-3.52, -0.06, -2.76], [2.14, 1.01, 1.41], [-2.74, 0.15, -0.49], [4.79, 0.80, 5.97], [1.20, -7.32, -2.57], [-3.98, 1.33, 0.81], [-2.04, -0.13, 0.30]]
}

=====

{
  "formula": "C21H21F2N2O",
  "method": "ωB97M-V/def2-TZVPD",
  "homo_energy_ev": -12.208,
  "lumo_energy_ev": -5.62,
  "orbital_gap_ev": 6.6,
  "charge": 1,
  "species": ["C", "H", "C", "C", "H", "H", "H", "H", "C", "C", "C", "H", "H", "C", "H", "C", "H", "H", "C", "C", "H", "F", "F", "H", "C", "C", "N", "H", "O", "H", "H", "C", "C", "C", "H", "N", "H", "H", "C", "C", "H", "C", "H", "H", "C", "C", "C"],
  "coordinates": [[-1.07, 1.35, 1.77], [1.16, 5.90, -1.66], [-0.66, -2.45, -0.72], [0.33, 1.28, -0.71], [-4.36, 0.32, 2.25], [-2.81, 2.40, 2.43], [-1.54, 2.06, -1.37], [2.40, -5.49, -0.34], [-0.59, 0.01, 1.20], [1.96, 5.17, -1.55], [1.49, -1.51, -1.21], [2.57, 5.17, -2.46], [-3.12, 0.27, 3.51], [1.96, -2.82, -1.33], [-1.37, 0.07, -0.75], [1.71, 1.49, -0.67], [-0.80, -2.12, 1.60], [-1.73, -2.29, -0.59], [-3.28, 0.25, 2.42], [-0.49, 2.31, -1.20], [2.58, 5.52, -0.73], [3.28, -3.01, -1.68], [3.55, 2.97, -0.95], [-3.20, -1.93, 2.33], [0.19, -1.34, -0.72], [-2.75, -1.06, 1.82], [1.18, -0.05, 2.02], [-0.65, 4.36, -1.84], [-0.32, 2.24, 2.17], [-0.86, -4.59, -0.89], [-3.05, -1.12, 0.77], [1.17, -3.94, -1.14], [1.38, 3.82, -1.34], [-1.22, -1.15, 1.95], [2.42, 0.74, -0.35], [2.29, 0.00, 1.88], [-0.94, -1.10, 3.03], [2.31, -5.48, -2.11], [1.74, -5.30, -1.19], [0.01, 3.57, -1.48], [0.93, -6.03, -1.12], [-0.37, 0.00, -0.27], [-2.97, 1.68, 0.83], [2.11, -0.68, -1.52], [-0.18, -3.73, -0.90], [2.20, 2.75, -1.03], [-2.59, 1.49, 1.85]]
}

=====

{
  "formula": "C21H21F3N10O3PtS2Se",
  "method": "ωB97M-V/def2-TZVPD",
  "multiplicity": 3,
  "homo_energy_ev": [-7.453, -7.435],
  "lumo_energy_ev": [-0.03, -3.17],
  "orbital_gap_ev": [7.4, 4.3],
  "s_squared": 2.020,
  "relative_energy_kcal_mol": 0.0,
  "charge": 0,
  "species": ["H", "F", "N", "S", "H", "C", "C", "O", "C", "Pt", "C", "H", "H", "F", "H", "H", "C", "N", "O", "N", "H", "C", "N", "H", "C", "N", "C", "H", "C", "H", "C", "N", "H", "H", "Se", "C", "C", "C", "N", "F", "C", "H", "H", "H", "H", "H", "N", "N", "H", "C", "C", "C", "C", "N", "C", "O", "C", "C", "H", "S", "H", "H"],
  "coordinates": [[-4.21, -1.19, -0.77], [2.24, -3.86, -1.95], [-0.62, -2.41, 1.77], [4.02, 1.62, -0.47], [6.11, 1.58, 2.04], [1.51, 4.75, 1.26], [-1.06, -3.60, 1.39], [-0.12, -1.56, -1.01], [-4.08, -1.20, 3.70], [1.14, -1.45, 1.19], [7.12, 1.40, 0.20], [-2.54, -1.84, -0.92], [0.87, 0.02, -1.05], [0.30, -4.48, -1.39], [-0.97, 0.08, 3.13], [7.59, 0.64, -0.37], [-1.81, -0.58, 3.06], [-2.33, -3.81, 1.74], [-0.98, -2.27, -3.20], [1.26, 3.72, -2.10], [1.53, 1.53, -1.73], [-2.01, 1.66, -3.04], [2.16, 5.52, 1.82], [-4.98, -0.98, 4.20], [4.79, 0.60, 0.76], [2.79, -0.31, 0.60], [-0.11, 2.89, 1.05], [-2.22, 3.34, -0.21], [-3.35, -1.34, -1.50], [-2.00, -0.47, -3.83], [1.13, 3.75, -0.97], [-2.38, 2.04, -1.81], [-3.58, -2.00, -2.23], [-2.79, -4.71, 1.39], [-3.79, 1.22, 0.49], [1.00, -3.75, -2.29], [6.22, 0.87, 1.22], [-2.36, 3.43, -1.28], [1.49, 0.85, -0.99], [0.84, -4.28, -3.51], [-3.02, -0.28, 3.67], [-3.26, 3.90, -1.54], [-1.58, 2.33, -3.74], [7.86, 2.03, 0.72], [-3.29, 0.62, 4.13], [6.42, -0.12, 1.65], [-2.81, -0.04, -1.92], [4.02, -0.33, 1.21], [6.54, 2.07, -0.53], [2.56, 0.69, -0.23], [0.76, 3.90, 0.51], [-2.91, 1.03, -1.08], [-4.05, -2.39, 3.00], [-0.85, 2.11, 1.41], [-1.69, -1.83, 2.42], [1.23, -1.21, -3.02], [-2.25, 0.26, -3.09], [-2.78, -2.67, 2.35], [-1.57, 4.03, -1.75], [0.19, -2.01, -2.41], [-0.43, -4.33, 0.87], [-4.91, -3.16, 2.96]]
}

=====

{
  "formula": "C21H21N2O9S",
  "method": "ωB97M-V/def2-TZVPD",
  "homo_energy_ev": -4.105,
  "lumo_energy_ev": 2.40,
  "orbital_gap_ev": 6.5,
  "relative_energy_kcal_mol": 0.0,
  "charge": -1,
  "species": ["H", "O", "O", "C", "H", "H", "N", "O", "H", "C", "C", "C", "H", "H", "C", "H", "H", "C", "C", "C", "N", "H", "O", "O", "H", "C", "H", "H", "H", "H", "C", "C", "C", "O", "O", "H", "H", "C", "C", "H", "C", "C", "C", "C", "S", "O", "H", "C", "H", "O", "C", "H", "C", "H"],
  "coordinates": [[0.90, 0.23, -6.27], [2.11, 1.93, 2.45], [0.18, 2.26, 3.56], [-3.66, 1.18, 3.76], [-0.54, 5.54, 3.33], [-2.10, -1.88, -3.00], [4.07, -3.35, -0.39], [-0.90, -1.58, 2.93], [1.24, 3.89, 4.13], [2.80, -0.34, 1.38], [-1.32, 1.57, -0.27], [-0.78, -2.20, -4.66], [-1.46, 4.18, 2.67], [-3.48, 1.81, 2.89], [1.68, -0.83, 2.07], [-0.94, -3.27, -4.68], [-1.27, 4.33, 4.40], [-1.43, -1.43, -3.72], [0.71, -2.43, -6.67], [1.08, 1.46, 2.91], [-1.02, 0.89, -1.29], [2.06, -4.09, 1.17], [3.81, -4.56, -0.43], [-2.22, 2.29, -3.16], [-0.28, 1.60, -4.58], [1.46, -2.22, 2.00], [1.80, -2.35, -6.61], [0.62, -2.64, 2.52], [4.42, -0.76, 0.06], [0.96, 3.71, 2.38], [0.78, 0.04, 2.76], [0.24, -0.24, -5.55], [-1.24, -0.07, -3.70], [-1.38, 0.44, 3.80], [-1.61, 2.20, 0.66], [-4.71, 0.87, 3.75], [-2.82, -0.58, 2.82], [0.49, 3.62, 3.37], [0.05, -1.62, -5.61], [-2.87, -0.68, 4.59], [-0.76, 4.48, 3.45], [-0.54, -0.44, 3.18], [3.32, -2.51, 0.54], [2.26, -3.04, 1.25], [-2.13, 0.95, -2.49], [4.92, -2.82, -1.11], [-3.50, 1.80, 4.64], [3.60, -1.16, 0.62], [3.03, 0.71, 1.42], [-3.37, 0.17, -2.20], [-2.71, 0.00, 3.75], [0.41, -2.09, -7.66], [-0.40, 0.53, -4.61], [0.45, -3.48, -6.59]]
}

=====

Results for total energy: -238203.39012; -107154.56872; -80804.46059; -32572.50958; -141573.66753; -54359.02450 (in eV, following the order of the records).